This record from OMol25 describes an isolated ion of composition C5H14NS and charge +1 in a non-equilibrium geometry. The level of theory is ωB97M-V with the def2-TZVPD basis set.

Summary:
* frontier orbital gap: 0.2993 Ha
* HOMO level: -11.7681 eV
* charge: +1
* M: 120.24 g/mol
* energy above the lowest of the compared OMol25 structures with the same formula, charge and spin: 1.9871 eV

Element x y z (Å)
C (-2.23610, -0.01301, -2.12760)
S (-1.96246, -1.71152, -1.48588)
C (-0.22742, -1.52453, -0.80827)
C (-0.19285, -0.61882, 0.42818)
C (1.16413, -0.04767, 0.63957)
C (1.05387, 1.45994, 0.15924)
N (1.36499, 0.15890, 2.12903)
H (-3.14775, 0.09600, -2.59318)
H (-2.38055, 0.55513, -1.19829)
H (-1.31880, 0.47351, -2.68472)
H (0.25557, -2.40585, -0.35970)
H (0.36935, -0.99468, -1.54908)
H (-0.95300, 0.24815, 0.41844)
H (-0.57214, -1.20337, 1.24125)
H (2.06533, -0.65526, 0.20099)
H (0.35274, 1.55560, -0.60443)
H (0.45269, 2.02619, 0.94704)
H (1.92221, 2.02817, -0.19930)
H (1.48516, -0.68132, 2.70378)
H (0.40501, 0.36463, 2.44911)
H (2.10002, 0.88980, 2.29382)